Record 1
ORCA calculation (ωB97M-V/def2-TZVPD) on C27H39CrN3PSb as an isolated structure.

CARTESIAN COORDINATES (ANGSTROEM)
Cr (0.2956, -0.0131, 0.1766)
C (-1.3151, -3.3338, 0.9785)
C (-1.3691, -3.0325, -0.4854)
C (-2.0168, -3.9681, -1.2946)
C (-2.0925, -3.7758, -2.6512)
C (-1.5075, -2.6278, -3.1718)
C (-0.8885, -1.7341, -2.3188)
N (-0.8085, -1.9144, -0.9782)
Sb (-0.0922, -0.0262, -3.3254)
C (1.8500, -0.0405, -2.4041)
C (2.9398, -0.1408, -3.2465)
C (4.2219, -0.0285, -2.7196)
C (4.3644, 0.2186, -1.3718)
C (3.2365, 0.3094, -0.5642)
C (3.3832, 0.6116, 0.8955)
N (2.0006, 0.1543, -1.0729)
C (-0.9215, 1.4860, -2.0261)
C (-1.7330, 2.3905, -2.6870)
C (-2.1889, 3.5208, -2.0220)
C (-1.7548, 3.7381, -0.7329)
C (-0.9402, 2.8027, -0.1065)
C (-0.4195, 3.0761, 1.2668)
N (-0.5776, 1.6609, -0.7262)
H (-0.7582, -4.2568, 1.1498)
H (-2.3208, -3.4892, 1.3711)
H (-0.8454, -2.5360, 1.5384)
H (-2.4522, -4.8436, -0.8316)
H (-2.5910, -4.4909, -3.2919)
H (-1.5418, -2.4303, -4.2354)
H (2.7951, -0.2902, -4.3084)
H (5.0905, -0.1098, -3.3597)
H (5.3426, 0.3490, -0.9288)
H (3.8954, 1.5650, 1.0321)
H (3.9773, -0.1505, 1.4011)
H (2.4157, 0.6818, 1.3945)
H (-1.9899, 2.2284, -3.7256)
H (-2.8311, 4.2358, -2.5189)
H (-2.0260, 4.6376, -0.1979)
H (-0.4415, 4.1442, 1.4731)
H (0.6081, 2.7282, 1.3673)
H (-1.0292, 2.5796, 2.0188)
C (-0.3128, 0.5989, 5.4295)
C (-0.0974, 1.0885, 3.9949)
C (1.2785, 1.7496, 3.8879)
P (-0.3933, -0.1993, 2.6871)
C (0.9453, -1.4571, 3.0365)
C (0.7100, -2.5938, 4.0335)
C (1.5819, -2.0160, 1.7459)
C (-2.1579, -0.7505, 2.9180)
C (-2.4643, -1.7959, 3.9894)
C (-3.0427, 0.4926, 3.0776)
H (-0.0632, 1.4097, 6.1158)
H (0.3406, -0.2378, 5.6765)
H (-1.3416, 0.3108, 5.6297)
H (-0.8498, 1.8518, 3.7895)
H (2.0671, 1.1035, 4.2777)
H (1.2864, 2.6533, 4.4978)
H (1.5451, 2.0411, 2.8734)
H (1.6914, -0.7883, 3.4755)
H (0.0846, -3.3746, 3.6024)
H (0.2420, -2.2591, 4.9554)
H (1.6676, -3.0492, 4.2922)
H (1.3110, -3.0548, 1.5705)
H (2.6680, -1.9529, 1.7653)
H (1.2666, -1.5188, 0.8067)
H (-2.4190, -1.1793, 1.9478)
H (-2.1474, -1.4894, 4.9833)
H (-2.0026, -2.7564, 3.7725)
H (-3.5440, -1.9515, 4.0253)
H (-2.9160, 0.9698, 4.0489)
H (-4.0873, 0.1912, 2.9970)
H (-2.8621, 1.2349, 2.2971)

Cartesian forces, eV/Å:
-0.3 0.4 -0.1
0.0 0.0 0.0
0.0 0.0 0.0
0.0 0.0 0.0
0.0 0.0 0.0
0.0 0.0 0.0
0.0 0.0 0.0
0.0 0.0 0.0
0.0 0.0 0.0
0.1 0.1 0.0
0.0 0.0 0.0
0.0 0.0 0.0
0.0 0.0 0.0
0.0 0.0 0.0
0.0 0.0 0.0
0.0 0.0 -0.1
0.0 0.0 0.0
0.0 0.0 0.0
0.0 0.0 0.0
0.0 0.0 0.0
0.0 0.0 0.0
0.0 0.0 -0.1
0.0 0.1 -0.1
0.0 0.0 0.0
0.0 0.0 0.0
0.0 0.0 0.0
0.0 0.0 0.0
0.0 0.0 0.0
0.0 0.0 0.0
0.0 0.0 0.0
0.0 0.0 0.0
0.0 0.0 0.0
0.0 0.0 0.0
0.0 0.0 0.0
0.0 0.0 0.0
0.0 0.0 0.0
0.0 0.0 0.0
0.0 0.0 0.0
0.0 0.0 0.0
-0.1 0.0 -0.1
0.0 0.0 0.0
0.0 0.0 0.0
0.0 0.0 0.0
0.1 0.0 0.0
0.0 0.0 -0.1
0.0 0.0 0.0
0.0 0.0 0.0
-0.1 0.0 -0.1
0.0 0.0 0.0
0.0 0.0 0.0
0.0 0.0 0.0
0.0 0.0 0.0
0.0 0.0 0.0
0.0 0.0 0.0
0.0 0.0 0.0
0.0 0.0 0.0
0.0 0.0 0.0
0.0 0.0 0.1
0.0 0.0 0.0
0.0 0.0 0.0
0.0 0.0 0.0
0.0 0.0 0.0
0.0 0.0 0.1
0.0 0.0 0.0
0.4 -0.5 0.2
0.0 0.0 0.0
0.0 0.0 0.0
0.0 0.0 0.0
0.0 0.0 0.0
0.0 0.0 0.0
0.0 0.0 0.0
0.0 0.0 0.0

Orbital gap (spin up / spin down)   8.70 / 9.06 eV
⟨S²⟩   6.020
Spin multiplicity   5
E_LUMO (spin up / spin down)   -5.7 / -5.8 eV
Total charge   +2



Record 2
ORCA calculation (ωB97M-V/def2-TZVPD) on C27H40ClN2O5PtSSb as an isolated structure at a distorted geometry.

CARTESIAN COORDINATES (ANGSTROEM)
Pt (1.0443, 0.1105, 1.1528)
O (-0.3151, -2.1572, -2.2274)
Cl (0.2269, -0.9916, -1.6701)
O (0.8083, -0.1353, -2.6395)
O (1.2415, -1.3399, -0.6770)
O (-0.8185, -0.2660, -0.9501)
C (1.8822, 3.9548, -3.8371)
C (0.8176, 4.9905, -3.6124)
C (0.8983, 6.2506, -4.2071)
C (-0.0757, 7.2118, -3.9898)
C (-1.1673, 6.9399, -3.1786)
C (-1.2826, 5.6899, -2.5851)
C (-0.2708, 4.7619, -2.7777)
Sb (-0.3617, 2.8238, -1.7466)
C (-1.9558, 3.2193, -0.2505)
C (-1.7168, 3.8701, 0.9203)
C (-2.7478, 4.0839, 1.9251)
C (-4.0771, 3.6612, 1.5463)
C (-4.3034, 2.9965, 0.3826)
C (-3.2698, 2.7619, -0.5450)
C (-3.5681, 2.0561, -1.8130)
C (1.4092, 2.8057, -0.4063)
C (2.1637, 1.5715, -0.2365)
C (3.1937, 1.4931, 0.7376)
C (3.4722, 2.6212, 1.5099)
C (2.8266, 3.8103, 1.2640)
C (1.8020, 3.9318, 0.3099)
C (1.2658, 5.3052, 0.0194)
H (2.4350, 4.1586, -4.7515)
H (1.4558, 2.9502, -3.9116)
H (2.5990, 3.9629, -3.0097)
H (1.7294, 6.4639, -4.8670)
H (0.0044, 8.1743, -4.4759)
H (-1.9360, 7.6834, -3.0189)
H (-2.1445, 5.4599, -1.9694)
H (-0.7388, 4.2852, 1.1343)
H (-2.7211, 5.0983, 2.3398)
H (-4.8935, 3.8853, 2.2203)
H (-5.3035, 2.6679, 0.1340)
H (-4.6352, 1.9009, -1.9526)
H (-3.0725, 1.0815, -1.7958)
H (-3.1766, 2.6035, -2.6731)
H (2.1745, 0.8602, -1.0536)
H (3.8442, 0.6274, 0.7725)
H (4.2577, 2.5889, 2.2523)
H (3.1445, 4.7014, 1.7919)
H (1.2473, 5.9273, 0.9146)
H (0.2763, 5.2887, -0.4309)
H (1.9366, 5.7974, -0.6887)
N (-1.2895, 2.3327, 4.8400)
C (0.1586, 2.5635, 4.9098)
C (0.9202, 1.5786, 4.0168)
N (0.2857, 1.3873, 2.6952)
H (-1.7576, 2.8355, 5.5881)
H (-1.5089, 1.3469, 4.9649)
H (-2.4712, 3.4850, 2.9018)
H (0.5339, 2.4544, 5.9302)
H (0.3482, 3.5919, 4.5895)
H (0.9677, 0.6100, 4.5132)
H (1.9350, 1.9478, 3.8696)
H (0.1173, 2.2881, 2.2536)
H (-0.6160, 0.8990, 2.7890)
C (0.0826, -2.1353, 4.6167)
C (0.0528, -2.8218, 3.2667)
S (-0.4227, -1.6397, 1.9429)
O (-1.5008, -0.7951, 2.5233)
C (-1.2108, -2.8175, 0.8028)
C (-0.2418, -3.8835, 0.3107)
H (0.1409, -2.8803, 5.4075)
H (-0.8316, -1.5601, 4.7569)
H (0.9476, -1.4785, 4.7003)
H (-0.6988, -3.6090, 3.2432)
H (1.0281, -3.2168, 2.9850)
H (-1.6040, -2.2233, -0.0178)
H (-2.0473, -3.2273, 1.3691)
H (0.6922, -3.4387, -0.0215)
H (-0.6788, -4.3946, -0.5450)
H (-0.0247, -4.6284, 1.0738)

Cartesian forces, eV/Å:
-0.3 -1.0 -0.7
0.1 -0.9 -0.2
-2.3 1.9 -1.3
0.5 -0.1 -0.1
1.7 0.3 2.5
0.2 -0.1 0.1
0.0 0.1 0.1
-0.1 0.4 0.0
0.0 -0.2 -0.1
0.0 0.1 0.0
-0.2 -0.1 0.0
0.3 0.4 -0.1
-0.1 -1.1 1.0
0.1 -0.4 -0.9
1.2 0.4 -0.3
-0.1 -0.1 -0.1
0.4 -0.5 1.3
-0.3 -0.1 0.0
-0.5 0.0 0.1
0.0 0.1 0.2
-0.2 0.0 0.0
-0.2 0.1 0.3
-0.4 0.7 0.3
-0.6 0.0 -0.4
0.2 0.2 0.4
0.3 -0.1 0.1
-0.2 -0.3 -0.4
0.0 0.1 0.2
0.0 -0.1 0.0
0.1 0.0 -0.1
0.0 -0.1 0.0
0.0 0.1 0.0
0.0 0.0 0.0
0.0 0.0 -0.1
0.0 0.1 0.1
0.1 -0.1 0.0
-0.1 0.1 0.0
-0.1 -0.1 0.0
0.0 0.0 0.0
0.0 0.0 0.0
0.1 -0.1 0.0
0.1 0.0 0.0
-0.2 -0.1 0.0
0.0 0.0 0.0
0.1 0.0 0.0
0.0 0.0 0.1
0.0 0.0 0.0
0.1 0.1 0.0
-0.1 0.0 -0.1
-0.1 0.0 -0.3
-0.3 -0.1 -0.2
0.2 0.1 0.3
0.4 -1.0 -1.1
0.0 -0.1 -0.1
0.0 0.1 0.1
-0.2 0.6 -1.2
0.2 0.0 -0.1
0.1 0.0 0.0
0.0 0.0 -0.2
0.0 -0.1 0.0
0.0 0.0 -0.1
-0.1 0.2 0.1
0.0 0.2 -0.1
0.6 0.4 -0.2
-1.0 0.4 0.8
-0.2 0.1 0.1
0.6 0.1 -0.5
0.1 -0.1 0.1
0.1 0.0 0.0
0.0 0.0 0.1
0.0 0.0 0.1
0.0 0.0 -0.2
0.0 -0.2 0.0
0.0 0.1 0.1
0.1 0.2 0.3
0.0 -0.1 0.0
0.0 0.0 0.0
0.0 0.0 0.0

Orbital gap   5.69 eV
E_LUMO   -7.4 eV
Total charge   +2



Respective DFT total energy values: -2842.091745 -2755.565512 hartree.
Respective relative energy (zero: lowest compared OMol25 entry of this formula, charge and spin) values: 0.0410 2.4744 eV.